1.
39
Properties=species:S:1:pos:R:3:forces:R:3:nbo_charge:R:1 method="wB97M-V/def2-TZVPD" e_lumo_ev=0.4 de_lowest_kcal_mol=41.0 orbital_gap_ha=0.320 homo_ev=-8.29
C -5.343 -2.219 0.549 -0.14 -0.13 -0.14 -0.25
O -4.465 -1.448 1.336 0.18 0.15 0.18 -0.49
C -3.665 -0.542 0.728 0.25 0.26 0.03 0.32
C -2.844 0.211 1.573 -0.26 -0.25 0.04 -0.27
C -1.985 1.157 1.064 -0.09 0.10 -0.28 -0.15
C -1.925 1.386 -0.313 -0.59 -0.33 -0.06 -0.22
C -1.040 2.378 -0.944 0.01 0.46 -0.04 0.60
O -1.278 2.886 -2.014 -0.07 0.03 0.13 -0.54
C 0.194 2.844 -0.175 0.36 -0.21 -0.17 -0.62
S 1.143 1.547 0.675 0.13 0.34 0.31 0.29
C 1.099 0.328 -0.550 -0.29 0.18 -0.67 0.20
N 0.488 0.458 -1.683 0.27 0.39 0.23 -0.32
N 0.648 -0.743 -2.312 0.14 -0.03 0.23 -0.44
C 1.370 -1.628 -1.566 -0.16 -0.06 -0.10 0.74
O 1.680 -2.766 -1.813 0.28 -0.64 -0.10 -0.64
N 1.656 -0.910 -0.402 -0.29 0.02 -0.30 -0.43
C 2.493 -1.395 0.672 0.38 -0.03 -0.14 -0.26
C 3.785 -0.648 0.726 -0.25 0.36 0.85 0.24
C 4.230 0.328 1.569 -0.28 -0.61 -0.33 -0.29
C 5.517 0.693 1.103 0.26 -0.21 -0.45 -0.32
C 5.751 -0.084 0.012 0.40 0.66 0.47 0.10
O 4.710 -0.896 -0.224 -0.28 -0.41 -0.30 -0.39
C -2.760 0.646 -1.149 0.28 0.24 0.21 -0.13
C -3.615 -0.313 -0.647 -0.25 -0.26 0.09 -0.28
H -4.798 -2.848 -0.161 -0.02 0.04 0.02 0.18
H -6.055 -1.588 0.007 0.04 -0.02 0.01 0.18
H -5.885 -2.853 1.249 0.02 0.03 -0.09 0.20
H -2.906 0.031 2.635 -0.02 -0.01 0.13 0.23
H -1.380 1.734 1.746 0.03 0.02 0.05 0.21
H -0.104 3.543 0.608 0.02 -0.02 0.02 0.25
H 0.859 3.353 -0.875 -0.19 0.00 0.03 0.26
H 0.278 -0.878 -3.237 0.10 -0.11 0.12 0.42
H 2.668 -2.453 0.450 -0.10 0.10 0.13 0.26
H 1.965 -1.285 1.623 0.11 -0.10 -0.07 0.23
H 3.707 0.734 2.410 -0.17 0.05 0.18 0.23
H 6.169 1.430 1.524 0.20 0.14 0.03 0.23
H 6.586 -0.151 -0.656 0.06 -0.09 -0.14 0.21
H -2.713 0.834 -2.210 0.00 0.01 -0.10 0.23
H -4.237 -0.873 -1.327 -0.07 -0.07 -0.03 0.22

---

2.
114
Properties=species:S:1:pos:R:3:forces:R:3:lowdin_charge:R:1 method="wB97M-V/def2-TZVPD" e_lumo_ev=-1.7 charge=+1 orbital_gap_ha=0.332 homo_ev=-10.74
Hf -1.368 -0.991 0.982 -0.60 1.85 -0.19 1.06
Cl 1.069 -0.816 0.651 -0.29 0.01 0.35 0.09
Cl -3.744 -1.509 1.070 -0.17 0.04 0.01 0.02
Cl -1.735 1.492 1.994 0.23 -0.54 -0.80 0.01
C 2.164 2.784 -4.226 0.34 -0.34 -4.12 -0.17
C 2.291 3.954 -5.216 -2.19 0.47 0.49 -0.14
C 0.809 4.205 -5.601 0.93 -1.02 0.81 -0.15
O 0.026 3.752 -4.480 0.17 0.43 -0.57 -0.13
C 0.846 3.025 -3.597 -0.66 -1.32 0.75 -0.23
H 3.052 2.782 -3.705 1.51 -0.22 2.06 0.09
H 2.230 1.860 -4.901 -0.55 0.96 1.16 0.12
H 2.876 3.769 -6.062 0.91 -0.61 -1.33 0.09
H 2.693 4.843 -4.786 0.29 0.64 0.73 0.10
H 0.553 3.632 -6.473 -0.28 -0.37 -0.51 0.11
H 0.584 5.222 -5.776 -0.26 1.20 -0.20 0.10
H 0.380 2.034 -3.472 -0.14 0.37 0.62 0.10
H 0.934 3.561 -2.650 -0.09 -0.10 0.19 0.12
C 2.384 -0.394 -2.684 0.96 0.52 -2.90 -0.14
C 1.641 -0.865 -4.017 1.70 0.57 0.80 -0.15
C 2.267 -2.225 -4.252 0.33 0.13 0.21 -0.18
O 2.369 -2.763 -2.925 -0.47 -0.40 -0.40 -0.20
C 2.887 -1.724 -2.122 1.61 0.55 0.44 -0.24
H 1.796 0.296 -2.074 0.12 -0.46 0.18 0.08
H 3.299 0.141 -3.103 -1.18 -0.21 0.88 0.12
H 1.741 -0.149 -4.830 0.19 -0.09 -0.05 0.09
H 0.615 -1.020 -3.870 -1.62 -0.15 0.42 0.06
H 3.297 -2.194 -4.637 -0.28 0.20 -0.33 0.13
H 1.631 -2.840 -4.894 0.26 -0.27 0.29 0.12
H 4.042 -1.725 -2.188 -1.66 -0.19 0.31 0.15
H 2.554 -1.863 -1.098 0.25 -0.28 0.04 0.03
C -2.300 1.301 -1.226 -0.53 0.49 -2.60 -0.25
O -1.777 0.286 -0.795 0.96 -1.37 1.52 -0.23
N -2.417 1.413 -2.564 -2.38 1.70 2.88 -0.17
C -3.167 2.500 -3.140 -0.01 -0.52 -1.02 -0.02
C -2.178 0.368 -3.451 2.54 -0.52 -0.27 -0.03
H -2.692 2.113 -0.631 -0.03 0.38 0.32 0.11
H -4.173 2.236 -3.547 0.93 -0.28 0.04 0.12
H -2.456 2.847 -3.871 -0.48 0.85 -0.82 0.09
H -3.331 3.222 -2.419 -0.19 1.65 1.37 0.04
H -2.672 -0.523 -3.114 0.19 -0.78 -0.04 0.10
H -2.491 0.679 -4.422 -0.40 -0.05 -0.65 0.09
H -1.063 0.361 -3.482 -0.60 -1.26 -0.28 0.09
C -0.613 -2.935 -1.524 -0.21 1.64 0.40 -0.24
O -1.358 -2.053 -0.967 1.04 -2.44 -0.63 -0.24
N -1.025 -3.962 -2.242 -0.87 0.73 0.50 -0.12
C 0.012 -4.792 -2.884 -1.50 -1.68 0.06 -0.01
C -2.515 -4.210 -2.445 1.54 1.40 2.24 0.04
H 0.490 -2.801 -1.541 -0.59 -0.10 0.36 0.13
H -0.182 -4.798 -3.957 0.13 -0.01 -0.05 0.09
H -0.115 -5.856 -2.521 0.30 1.10 -0.36 0.11
H 1.013 -4.431 -2.695 -0.01 0.20 0.20 0.07
H -2.619 -4.527 -3.421 -0.48 -0.89 -1.94 0.06
H -2.881 -4.906 -1.697 0.11 -0.43 -0.24 0.07
H -3.090 -3.287 -2.263 0.61 -0.17 -0.21 0.10
C -1.765 -3.642 2.515 -0.65 0.58 -1.29 -0.34
O -1.190 -3.017 1.562 0.12 -1.00 0.53 -0.26
N -2.296 -4.816 2.345 -1.39 -2.31 0.79 -0.07
C -3.079 -5.521 3.493 0.80 1.98 -2.21 0.06
C -2.454 -5.472 1.010 0.32 1.34 1.81 0.02
H -1.955 -3.147 3.453 0.32 -0.07 0.46 0.12
H -2.820 -6.533 3.608 0.85 -1.23 -0.14 0.08
H -4.122 -5.490 3.248 -0.58 0.29 -0.13 0.09
H -2.850 -4.982 4.368 0.13 0.56 1.12 0.06
H -3.496 -5.465 0.802 -0.94 -0.09 -0.27 0.09
H -1.946 -4.856 0.308 0.54 0.18 -0.66 0.05
H -2.096 -6.469 1.076 0.47 -0.83 -0.13 0.09
C 0.334 -3.997 4.641 0.71 -0.05 -1.66 -0.34
O -0.675 -4.008 5.316 0.09 0.01 0.80 0.01
N 1.633 -3.855 4.991 -0.06 -0.08 0.62 -0.18
C 2.758 -3.756 4.034 -0.74 0.69 2.16 -0.01
C 1.954 -3.985 6.390 -2.13 0.69 1.26 -0.05
H 0.234 -4.142 3.547 0.32 0.22 -0.01 0.12
H 3.431 -4.559 4.311 0.50 0.10 -0.33 0.09
H 3.215 -2.738 4.091 -0.16 -0.94 0.03 0.11
H 2.330 -3.895 3.095 -0.32 -0.28 -1.85 0.05
H 2.156 -4.989 6.733 0.58 -0.41 -0.31 0.09
H 2.646 -3.264 6.762 1.03 0.30 -0.18 0.08
H 1.037 -3.717 6.961 0.35 -0.21 -0.44 0.10
C -1.704 4.832 -0.578 -2.42 -0.19 -0.14 -0.33
O -2.915 4.589 -0.716 1.14 0.46 -0.20 -0.03
N -1.057 5.883 -1.076 2.27 0.00 0.41 -0.17
C 0.400 6.045 -0.821 -0.28 -1.05 0.41 -0.03
C -1.690 6.972 -1.774 -1.08 -0.34 -0.03 -0.04
H -1.137 4.153 0.032 0.93 -0.35 0.34 0.11
H 0.963 5.980 -1.761 -0.12 0.30 0.23 0.08
H 0.817 5.281 -0.124 -0.68 0.06 -0.65 0.08
H 0.593 6.953 -0.266 -0.04 0.59 -0.33 0.08
H -1.220 7.905 -1.449 -0.30 -0.08 -0.21 0.09
H -1.689 6.862 -2.864 0.50 0.04 0.10 0.09
H -2.753 6.908 -1.513 0.17 0.44 0.14 0.09
C 2.239 3.717 2.318 0.33 1.22 0.66 -0.38
O 2.355 4.651 3.084 -0.71 0.68 0.74 0.01
N 3.301 3.287 1.649 0.93 -0.46 -1.03 -0.19
C 3.176 2.011 0.979 -0.61 -0.07 1.15 -0.09
C 4.661 3.831 1.919 -1.99 -0.59 0.19 0.00
H 1.272 3.226 2.146 0.02 -0.31 -0.23 0.12
H 2.206 1.966 0.523 -0.45 -0.18 -0.41 0.05
H 3.195 1.254 1.754 0.10 -0.71 -0.05 0.07
H 3.924 1.780 0.260 0.72 0.24 -0.63 0.08
H 4.802 4.005 2.986 -0.17 0.41 -0.16 0.09
H 5.249 2.987 1.663 1.29 -0.27 -0.52 0.06
H 4.795 4.710 1.294 0.46 0.02 0.23 0.09
C -0.933 -0.211 4.048 -1.00 1.84 1.47 -0.36
O -1.320 -1.033 3.200 0.25 -0.81 -0.20 -0.28
N -1.627 0.096 5.151 -0.18 -1.20 -1.56 -0.15
C -2.941 -0.476 5.443 0.49 -2.04 -1.94 0.01
C -1.241 1.085 6.077 0.83 -0.27 1.94 -0.05
H -0.076 0.452 3.902 0.27 -0.48 -0.03 0.12
H -3.246 -0.164 6.404 -0.44 0.46 0.86 0.08
H -2.797 -1.583 5.473 -0.41 0.69 -0.02 0.10
H -3.676 -0.239 4.642 0.50 0.01 0.60 0.12
H -1.004 0.648 7.075 0.11 0.09 -0.69 0.12
H -0.442 1.690 5.752 1.16 0.48 -0.53 0.09
H -2.043 1.738 6.268 -1.19 0.91 0.00 0.09

---

3.
61
Properties=species:S:1:pos:R:3:forces:R:3:lowdin_spin:R:1 method="wB97M-V/def2-TZVPD" e_lumo_ev="-3.9 / -4.0" multiplicity=2 charge=+1 orbital_gap_ha="0.248 / 0.249" homo_ev="-10.63 / -10.76"
Ru -0.806 0.754 0.047 1.76 1.21 0.60 0.84
Cl 3.268 2.133 5.970 0.07 0.03 0.18 0.00
C 2.086 1.737 4.779 0.11 -0.04 -0.32 0.01
C 0.757 1.496 5.155 -0.12 -0.06 -0.19 -0.01
C -0.178 1.182 4.200 -0.07 -0.03 0.16 0.01
C 0.151 1.100 2.833 0.73 0.09 -0.40 0.00
O -0.779 0.774 1.994 -1.02 -0.15 0.56 0.07
C 1.513 1.352 2.452 -0.45 -0.16 0.36 0.01
C 1.997 1.351 1.118 -0.09 0.13 -0.42 0.00
N 1.317 1.108 0.038 -2.05 -1.06 0.76 0.01
C 1.783 1.294 -1.268 0.79 0.16 -0.83 0.00
C 3.073 1.656 -1.624 -0.60 -0.25 0.59 0.00
C 3.417 1.884 -2.958 -0.06 0.08 -0.51 0.00
C 2.485 1.761 -3.957 0.27 0.06 0.11 0.00
C 1.171 1.363 -3.650 -0.11 -0.11 0.27 0.00
C 0.169 1.181 -4.627 -0.31 -0.08 0.10 0.01
C -1.075 0.747 -4.249 0.23 0.08 -0.44 0.00
C -1.338 0.515 -2.899 0.30 -0.04 0.42 0.01
N -0.427 0.703 -1.953 -0.95 -0.25 -0.83 0.00
C 0.824 1.115 -2.302 0.39 0.12 -0.01 0.01
C 2.450 1.661 3.463 0.11 0.04 0.16 0.00
H 0.473 1.554 6.197 0.02 0.03 0.01 0.00
H -1.208 0.993 4.470 0.00 0.02 0.01 0.00
H 3.047 1.613 1.010 -0.01 0.09 -0.03 0.00
H 3.827 1.773 -0.857 0.06 0.07 -0.05 0.00
H 4.428 2.177 -3.204 0.01 0.00 0.04 0.00
H 2.745 1.965 -4.988 0.02 -0.02 0.01 0.00
H 0.390 1.391 -5.665 0.03 -0.02 0.00 0.00
H -1.855 0.592 -4.980 -0.03 0.02 0.04 0.00
H -2.309 0.180 -2.562 -0.03 0.05 0.01 0.00
H 3.482 1.846 3.188 -0.01 0.04 0.00 0.00
C 0.824 -4.499 0.479 -0.02 -0.30 0.08 0.00
N 1.090 -3.070 0.175 -0.01 -0.02 -0.03 0.00
C 1.110 -2.263 1.423 0.01 0.19 0.30 0.00
C 0.128 -2.510 -0.866 -0.41 0.16 -0.12 0.00
C -1.264 -2.334 -0.334 -0.14 -0.04 0.01 0.00
C -2.137 -3.423 -0.341 0.03 0.00 -0.03 0.00
C -3.408 -3.309 0.196 -0.05 -0.08 0.05 0.01
C -3.802 -2.112 0.777 0.03 -0.01 -0.04 0.00
C -2.941 -1.024 0.779 -0.03 0.21 -0.01 0.00
C -1.687 -1.099 0.178 1.26 -0.10 -0.44 -0.02
H 1.584 -4.874 1.161 0.03 0.09 0.00 0.00
H 0.841 -5.081 -0.439 0.01 0.07 -0.04 0.00
H -0.153 -4.582 0.946 0.00 0.07 -0.01 0.00
H 2.017 -3.011 -0.244 0.02 -0.02 0.01 0.00
H 0.130 -2.306 1.891 -0.02 -0.03 -0.07 0.00
H 1.334 -1.228 1.183 0.00 0.00 -0.08 0.00
H 1.861 -2.662 2.102 0.03 -0.07 -0.09 0.00
H 0.144 -3.205 -1.705 0.14 -0.04 0.03 0.00
H 0.534 -1.550 -1.176 0.12 0.00 0.04 0.00
H -1.827 -4.364 -0.783 -0.03 0.01 -0.02 0.00
H -4.084 -4.154 0.173 0.00 0.00 0.00 0.00
H -4.784 -2.024 1.222 0.00 0.01 0.02 0.00
H -3.260 -0.095 1.240 -0.03 -0.02 0.00 0.00
F -3.009 1.617 -0.656 1.06 0.07 0.51 0.01
Te -2.302 3.437 -0.420 -2.97 1.29 -0.54 0.00
F -4.092 3.882 -0.723 0.49 -0.16 0.01 0.00
F -2.056 5.282 -0.362 0.14 -0.58 0.08 0.00
F -2.877 3.229 1.360 0.44 0.21 -0.49 0.00
F -2.189 3.361 -2.306 0.26 0.18 0.59 0.00
O -0.603 3.022 -0.101 0.67 -1.15 -0.09 0.03